(1)
Computed, not measured: a 2-piece molecular cluster, C4H12N3 overall in a non-equilibrium geometry, with the ωB97M-V functional and the def2-TZVPD basis.

```
19
Properties=species:S:1:pos:R:3:forces:R:3:mulliken_charge:R:1
C -0.026180 -1.658210 -2.323677 1.161 -1.871 0.731 -0.6449
C -0.954192 0.712845 -0.441335 -1.405 1.828 -0.314 -0.8645
C 0.328396 0.097589 1.543502 -0.103 -1.505 -2.235 0.6953
C 0.479961 1.510901 1.936706 0.579 -0.028 -0.362 -1.0627
N -0.466147 -0.186843 0.496391 0.721 -0.639 0.987 -0.0786
N 1.027905 -0.918602 2.069830 -0.756 1.560 -0.048 -0.3701
N -0.499363 -0.438097 -2.280212 -3.588 -0.470 -0.953 -0.2780
H 1.065552 -1.729892 -2.203626 -0.724 -0.458 -0.215 0.3342
H -0.713487 -2.525450 -2.447592 0.822 0.878 0.338 0.3203
H -2.048144 0.942728 -0.336456 0.885 -0.522 -0.332 0.2684
H -0.396673 1.660515 -0.556902 -0.046 -0.788 0.034 0.4260
H 1.533073 1.863830 1.571123 -2.004 -0.303 0.994 0.3054
H 0.316930 1.484942 3.028640 0.528 0.723 -0.355 0.3990
H -0.363730 2.027491 1.417124 1.038 0.061 0.735 0.3655
H -0.577900 -1.182163 0.198206 0.334 0.494 0.375 0.1930
H 1.741010 -0.729342 2.750832 -0.044 -0.384 0.191 0.2251
H 0.815531 -1.824759 1.709618 0.455 -0.633 0.197 0.2133
H 0.045728 0.268004 -2.673303 0.924 1.499 -0.298 0.2687
H -1.488368 -0.411657 -2.615973 1.222 0.558 0.530 0.2847
```
Forces are in eV/Å.

Summary:
- Total charge: +1
- Frontier orbital gap (spin up / spin down): 0.265 / 0.285 Eh

***

(2)
Computed, not measured: a 2-piece molecular cluster, C4H13NO2 overall, with the ωB97M-V functional and the def2-TZVPD basis.

```
20
Properties=species:S:1:pos:R:3:forces:R:3:mulliken_charge:R:1
C 0.416637 1.202157 0.899760 0.346 0.522 -0.084 -1.5904
C 0.535884 0.344564 -0.345364 -0.188 -0.356 -0.138 0.2787
O -0.760073 0.098442 -0.917983 -0.162 0.333 -0.066 -0.6489
C 1.164261 -1.019623 -0.084201 0.198 -0.222 0.146 0.2292
C 0.418081 -1.808704 0.982962 -0.229 0.131 -0.122 -1.3756
N 1.273478 -1.735734 -1.349839 0.329 0.327 -0.137 -0.6608
H 0.430565 2.268181 0.654039 -0.193 -0.061 -0.088 0.3913
H 1.271866 1.058739 1.558200 0.028 -0.141 0.116 0.3997
H -0.500958 0.987528 1.442423 -0.002 -0.150 0.034 0.3865
H 1.156761 0.814592 -1.109935 0.110 0.212 0.041 0.4617
H -0.995780 0.847479 -1.475904 0.068 -0.123 -0.058 0.2999
H 2.179974 -0.816687 0.286928 -0.099 0.024 -0.017 0.2312
H -0.591601 -2.025160 0.626042 -0.021 0.068 0.167 0.3373
H 0.376242 -1.238532 1.911507 -0.115 -0.117 0.070 0.3500
H 0.906442 -2.757824 1.193576 0.145 -0.049 -0.031 0.3891
H 0.572953 -1.411324 -2.001650 -0.164 -0.165 0.070 0.2807
H 1.177043 -2.730232 -1.233355 -0.056 -0.164 0.009 0.2329
O -3.296447 2.590402 -0.609922 0.116 0.048 -0.016 -0.6445
H -2.530834 2.026825 -0.455932 -0.087 -0.096 0.137 0.3384
H -3.204495 3.304913 0.028647 -0.023 -0.021 -0.032 0.3139
```
Forces are in eV/Å.

Summary:
- Total charge: 0
- Structure (SMILES): C[C@H](O)[C@@H](C)N.O
- Frontier orbital gap: 0.358 Eh

***

(3)
Computed, not measured: C2H3N3S as an isolated structure in a non-equilibrium geometry, with the ωB97M-V functional and the def2-TZVPD basis.

```
9
Properties=species:S:1:pos:R:3:forces:R:3:mulliken_charge:R:1
C -0.746588 -0.228653 -0.288652 -2.529 -2.246 2.578 0.4936
C 1.042992 0.667895 -0.036608 4.590 -1.086 2.093 -0.0005
H -2.848047 1.123891 0.534364 1.258 -2.838 -1.313 0.1764
H 1.920719 1.258312 0.487558 -1.872 -0.740 -1.971 0.2719
H 2.138929 -1.434276 -0.516000 -3.579 3.253 2.732 0.3528
N -0.177108 1.010442 -0.211465 0.292 -0.950 -0.292 -0.4241
N 1.229467 -0.741721 0.067268 2.087 -2.448 -2.164 -0.1233
N -0.038910 -1.386087 0.002331 0.560 5.033 -2.158 -0.4344
S -2.521455 -0.269804 -0.038792 -0.807 2.022 0.496 -0.3124
```
Forces are in eV/Å.

Summary:
- Total charge: 0
- Frontier orbital gap: 0.333 Eh

***

(4)
Computed, not measured: C38H40ClGaN2O2P2 as an isolated structure, with the ωB97M-V functional and the def2-TZVPD basis.

```
86
Properties=species:S:1:pos:R:3:forces:R:3:mulliken_charge:R:1
Ga 1.162569 0.299282 -1.143924 -0.038 0.115 -0.279 0.9522
N -0.415821 -1.994094 1.033965 -0.413 0.138 -0.170 -0.1708
P 0.277030 -0.621653 1.799956 0.081 0.179 -0.180 0.1901
C 0.445582 -1.250147 3.519100 -0.036 -0.116 -0.087 0.4165
C 0.534424 -2.612279 3.807429 0.030 0.065 0.081 -0.2274
C 0.649881 -3.045519 5.126360 0.024 0.042 -0.124 -0.6764
C 0.693766 -2.124761 6.162136 -0.007 0.011 -0.022 -0.4903
C 0.635753 -0.764798 5.877956 0.028 -0.011 -0.003 -0.6043
C 0.514493 -0.330475 4.567661 -0.002 0.003 -0.027 -0.5169
C -1.093971 0.564795 2.029733 0.036 0.013 0.116 0.4931
C -0.796628 1.916188 1.884813 -0.039 0.034 -0.057 -0.1520
C -1.763641 2.889171 2.125828 0.077 -0.012 -0.048 -0.3799
C -3.032497 2.506794 2.527345 -0.060 -0.052 -0.020 -0.6917
C -3.343599 1.155138 2.671524 0.072 -0.021 -0.051 -0.7266
C -2.380215 0.189314 2.422047 -0.056 0.063 0.011 -0.3557
P -0.310765 -2.090715 -0.691180 0.860 -0.097 0.401 0.4330
C -1.650937 -3.279981 -1.053767 -0.096 0.324 -0.014 0.0850
C -1.637213 -4.550027 -0.474251 -0.036 -0.007 -0.039 -0.5116
C -2.684912 -5.424898 -0.712472 -0.017 0.017 -0.023 -0.5829
C -3.745247 -5.041687 -1.531686 0.070 -0.029 0.053 -0.4635
C -3.757998 -3.784298 -2.113782 0.061 0.057 0.001 -0.5633
C -2.710652 -2.899730 -1.873092 0.006 0.028 0.010 -0.3327
C 1.166628 -3.151810 -0.929719 -0.124 -0.130 0.044 0.1961
C 1.464021 -3.529928 -2.240125 0.016 -0.032 0.000 -0.3408
C 2.582490 -4.301081 -2.510747 0.006 0.029 0.054 -0.6911
C 3.427399 -4.686148 -1.472824 -0.013 0.016 -0.012 -0.5987
C 3.151483 -4.292469 -0.171766 -0.045 0.064 -0.010 -0.5659
C 2.019967 -3.527230 0.101949 0.045 0.010 -0.039 -0.1156
H -1.342764 -2.219431 1.378743 0.000 -0.305 -0.019 0.3847
H 0.509734 -3.337350 3.002218 -0.072 0.025 0.049 0.2330
H 0.706011 -4.106842 5.338827 -0.009 0.045 -0.011 0.4082
H 0.772217 -2.462637 7.188742 0.015 0.015 -0.052 0.3669
H 0.682687 -0.039688 6.681908 -0.017 -0.030 -0.038 0.3993
H 0.458683 0.732761 4.358037 -0.028 -0.041 0.017 0.3816
H 0.198194 2.214411 1.576047 0.021 0.045 -0.080 0.2515
H -1.522395 3.936823 1.979269 0.002 -0.091 -0.006 0.3799
H -3.791054 3.259079 2.716046 0.055 -0.066 -0.018 0.3814
H -4.338267 0.856385 2.980209 0.029 0.017 -0.017 0.4076
H -2.638692 -0.858751 2.549488 0.028 0.049 0.030 0.3104
H -0.804880 -4.850360 0.153348 -0.030 0.007 -0.031 0.3331
H -2.673772 -6.410670 -0.263230 -0.011 0.035 -0.022 0.4026
H -4.560889 -5.730849 -1.715719 0.041 0.024 0.010 0.3808
H -4.580831 -3.486708 -2.753060 0.054 -0.010 0.036 0.4228
H -2.716488 -1.911733 -2.321700 -0.002 -0.041 0.032 0.4738
H 0.818817 -3.209564 -3.053324 0.044 -0.025 0.022 0.3768
H 2.806971 -4.590595 -3.529728 -0.026 -0.012 0.017 0.4106
H 4.302845 -5.289410 -1.682323 -0.024 0.030 0.002 0.3837
H 3.818092 -4.575456 0.634085 -0.039 -0.002 -0.014 0.4553
H 1.809564 -3.215587 1.118039 0.008 -0.024 -0.040 0.0305
C 3.132043 3.190616 -1.745745 0.097 -0.060 0.087 -1.4766
C 2.252421 3.198978 -0.488392 -0.043 0.251 -0.111 1.8461
C 2.953699 3.938003 0.652513 0.000 0.009 -0.016 -2.0152
C 0.863623 3.713096 -0.807406 0.032 -0.020 0.091 1.5105
C 0.532614 5.041598 -0.559200 -0.063 -0.038 0.045 -0.6610
C -0.726663 5.548333 -0.857807 0.057 -0.002 0.027 -1.5937
C -1.684331 4.697689 -1.393896 0.006 -0.091 0.062 -0.2537
C -1.407229 3.358439 -1.636945 0.063 0.015 -0.074 0.6376
C -2.467075 2.459617 -2.254620 -0.034 0.279 0.045 0.8059
C -2.719736 2.855310 -3.712429 -0.032 -0.021 -0.023 -1.6099
C -3.772581 2.464490 -1.456293 0.013 0.023 -0.019 -1.3716
C -0.098981 2.841318 -1.392869 -0.291 -0.095 -0.184 -0.5075
N 0.159756 1.566850 -1.836628 0.153 0.025 0.436 0.3830
H 4.132381 2.796168 -1.527994 -0.111 0.046 -0.013 0.4066
H 3.239176 4.211927 -2.122479 0.012 -0.064 0.012 0.3689
H 2.684009 2.583556 -2.533584 -0.034 0.031 -0.022 0.2897
H 2.154002 2.159930 -0.157683 -0.033 -0.057 0.156 -0.6975
H 3.303889 4.924607 0.335009 -0.036 -0.049 0.029 0.4023
H 3.828434 3.368502 0.977704 -0.026 0.053 -0.028 0.4427
H 2.293436 4.075513 1.514106 0.044 -0.024 -0.063 0.3929
H 1.278686 5.707536 -0.136073 -0.056 -0.061 -0.009 0.2863
H -0.954391 6.593715 -0.674413 0.020 -0.093 -0.025 0.3490
H -2.670936 5.090994 -1.628036 0.071 -0.050 0.026 0.3267
H -2.058957 1.452613 -2.244360 0.051 -0.094 0.010 -0.0283
H -3.118002 3.874207 -3.774872 0.039 -0.078 -0.006 0.3345
H -3.446886 2.181124 -4.179060 0.060 0.055 0.024 0.4258
H -1.793060 2.817636 -4.290308 -0.054 0.004 0.038 0.3503
H -4.208197 3.467289 -1.399437 0.014 -0.072 -0.008 0.2742
H -3.606497 2.112216 -0.435847 -0.002 0.014 0.010 0.1458
H -4.511321 1.809984 -1.930783 0.035 0.035 0.038 0.4755
Cl 5.449737 0.150539 -3.199852 -0.115 -0.063 0.116 -0.1854
C 4.739592 -0.979542 -2.013173 -0.002 0.108 -0.082 -0.5099
C 3.354405 -0.534512 -1.623000 -0.088 -0.031 0.016 0.5378
O 2.407840 -0.576714 -2.462770 -0.051 -0.073 0.104 -0.6260
O 3.108219 -0.125084 -0.453098 -0.203 -0.076 -0.212 -0.6212
H 5.377630 -1.001913 -1.140982 0.074 -0.008 0.085 0.3785
H 4.684113 -1.955406 -2.483648 -0.033 -0.077 0.007 0.2041
```
Forces are in eV/Å.

Summary:
- Total charge: 0
- Frontier orbital gap: 0.216 Eh

***

no.,E (a.u.)
1,-323.5137
2,-365.4287
3,-640.3526
4,-4799.7488